--- w ---
ORCA calculation (wB97M-V/def2-TZVPD) on 2 unconnected molecules or ions with the total composition C2H4O2P.

```
9
Properties=species:S:1:pos:R:3:nbo_charge:R:1
C -1.7599 0.2652 0.7418 -0.5500
C -1.0761 -0.4906 -0.0717 -0.4500
O 2.4077 0.6174 0.8238 -1.1116
O 2.4265 -1.4365 -0.6455 -1.1215
P 1.8896 -0.0818 -0.3772 1.9281
H -2.7834 0.2794 0.7176 0.1384
H -1.4028 1.0661 1.3617 0.1705
H -1.6481 -0.9817 -0.8624 0.1331
H 1.9465 0.7625 -1.6881 -0.1370
```

## Properties
Kohn-Sham gap (alpha / beta) in eV: 7.56 / 7.58
LUMO energy (alpha / beta) in eV: 4.179 / 4.183
Total charge: -1

--- x ---
ORCA calculation (wB97M-V/def2-TZVPD) on a gas-phase ion, C2H4O2P (charge -1).

```
9
Properties=species:S:1:pos:R:3:nbo_charge:R:1
C 1.2625 0.3813 0.6381 -0.4002
C 0.0484 -0.0451 0.6951 -0.5627
P -0.8692 -0.3498 -0.8204 2.0408
O -0.0539 -0.1935 -2.0463 -1.1793
O -1.6438 -1.5729 -0.5564 -1.1908
H 1.7878 0.8715 1.3905 0.1567
H 1.8085 0.1915 -0.2358 0.1986
H -0.5989 -0.1794 1.5394 0.1995
H -1.7414 0.8964 -0.6042 -0.2626
```

## Properties
Kohn-Sham gap in eV: 8.83
SMILES string: C=C[P@@H](=O)[O-]
LUMO energy in eV: 4.339
Total charge: -1

--- y ---
ORCA calculation (wB97M-V/def2-TZVPD) on a gas-phase ion, C2H4O2P (charge -1).

```
9
Properties=species:S:1:pos:R:3:nbo_charge:R:1
O 0.8033 1.4698 -0.3815 -0.7893
C -0.3464 1.0622 -0.5809 0.7987
O -1.1677 1.5311 -1.3532 -0.7621
C -0.5323 -0.5585 -0.0099 -0.8920
P 0.8767 -1.1586 0.9662 0.2163
H -0.4967 -1.1248 -0.9927 0.2165
H -1.6652 -0.6363 0.2741 0.2231
H 0.8660 -0.1353 1.9418 -0.0347
H 1.6622 -0.4497 0.1362 0.0234
```

## Properties
Kohn-Sham gap in eV: 8.39
SMILES string: O=C([O-])CP
LUMO energy in eV: 4.541
Total charge: -1

Stability, lowest: w